Here is C38H31AsNO2OsS as an isolated structure from OMol25. Energies are from the ωB97M-V functional and the def2-TZVPD basis.

Computed properties:
Energy above the lowest of the compared OMol25 structures with the same formula, charge and spin ... 217.58 kJ/mol
E_LUMO (spin up / spin down) ... -4.8 / -4.8 eV
Net charge ... +1
Largest force on an atom ... 0.1146 Eh/bohr
DFT total energy ... -119629.1467 eV

Last column: Löwdin charge in e.
Positions of all 75 atoms, in Å:
Os (0.036, 0.745, -0.880)  1.16
C (-3.200, 4.160, -1.188)  0.01
C (-1.837, 3.524, -1.100)  -0.35
O (-1.795, 2.313, -0.847)  -0.09
C (-0.657, 4.346, -1.310)  -0.09
C (-0.727, 5.748, -1.253)  -0.02
C (0.380, 6.540, -1.455)  -0.07
C (1.612, 5.954, -1.755)  -0.05
C (1.721, 4.593, -1.844)  0.01
C (0.611, 3.738, -1.604)  -0.32
O (0.807, 2.473, -1.722)  -0.23
H (-3.960, 3.382, -1.156)  0.09
H (-3.305, 4.730, -2.108)  0.10
H (-3.358, 4.824, -0.342)  0.10
H (-1.667, 6.219, -1.010)  0.11
H (0.293, 7.613, -1.395)  0.11
H (2.483, 6.575, -1.907)  0.12
H (2.658, 4.119, -2.097)  0.12
S (-1.471, -0.259, -2.678)  0.66
C (-2.694, -1.187, -1.843)  -0.69
C (-3.877, -1.517, -2.507)  -0.11
C (-4.859, -2.242, -1.858)  -0.07
C (-4.672, -2.664, -0.549)  -0.07
C (-3.497, -2.348, 0.115)  -0.08
C (-2.505, -1.610, -0.519)  -0.38
As (-0.901, -1.020, 0.416)  1.21
C (-1.692, -0.638, 2.157)  -0.35
C (-1.883, -1.598, 3.146)  -0.11
C (-2.552, -1.261, 4.313)  -0.06
C (-3.033, 0.026, 4.492)  -0.07
C (-2.865, 0.980, 3.501)  -0.07
C (-2.196, 0.649, 2.335)  -0.11
C (0.179, -2.622, 0.656)  -0.35
C (0.215, -3.600, -0.333)  -0.09
C (1.039, -4.703, -0.189)  -0.08
C (1.836, -4.823, 0.938)  -0.08
C (1.831, -3.833, 1.907)  -0.08
C (1.009, -2.729, 1.769)  -0.12
H (-4.020, -1.185, -3.524)  0.10
H (-5.776, -2.482, -2.376)  0.11
H (-5.445, -3.223, -0.045)  0.11
H (-3.344, -2.660, 1.144)  0.10
H (-1.503, -2.605, 2.995)  0.11
H (-2.701, -2.002, 5.084)  0.11
H (-3.542, 0.287, 5.406)  0.11
H (-3.257, 1.978, 3.641)  0.11
H (-2.059, 1.377, 1.537)  0.08
H (-0.409, -3.487, -1.213)  0.11
H (1.072, -5.458, -0.960)  0.11
H (2.473, -5.684, 1.061)  0.11
H (2.474, -3.924, 2.771)  0.11
H (1.001, -1.937, 2.516)  0.11
N (1.871, 0.051, -2.526)  0.09
C (2.482, -1.103, -2.008)  -0.27
C (2.573, -2.248, -2.795)  -0.02
C (3.226, -3.377, -2.343)  -0.07
C (3.805, -3.367, -1.084)  -0.08
C (3.676, -2.251, -0.278)  -0.03
C (2.997, -1.111, -0.700)  -0.14
C (2.839, 0.007, 0.255)  -0.19
C (3.929, 0.336, 1.070)  -0.02
C (3.823, 1.281, 2.073)  -0.06
C (2.606, 1.896, 2.316)  -0.07
C (1.523, 1.602, 1.503)  -0.12
C (1.630, 0.695, 0.451)  -0.28
H (1.621, -0.037, -3.506)  0.11
H (2.393, 0.909, -2.365)  0.11
H (2.152, -2.229, -3.789)  0.12
H (3.294, -4.249, -2.974)  0.11
H (4.360, -4.222, -0.734)  0.11
H (4.088, -2.270, 0.719)  0.12
H (4.879, -0.147, 0.893)  0.12
H (4.689, 1.530, 2.670)  0.11
H (2.497, 2.611, 3.118)  0.11
H (0.577, 2.101, 1.703)  0.10